(1)
{"formula": "C4H12IO4", "method": "wB97M-V/def2-TZVPD", "symbols": ["I", "C", "C", "O", "O", "H", "H", "H", "H", "H", "H", "C", "C", "O", "O", "H", "H", "H", "H", "H", "H"], "positions_angstrom": [[-3.344, -1.002, -3.837], [4.645, -0.158, -1.349], [3.184, -0.162, -1.865], [3.005, -1.029, -2.912], [5.446, 0.026, -2.544], [4.944, -1.014, -0.744], [4.878, 0.640, -0.644], [2.905, 0.870, -2.075], [2.514, -0.545, -1.095], [2.066, -1.228, -2.908], [6.247, 0.526, -2.373], [-3.072, -0.262, 2.345], [-3.659, 1.157, 2.317], [-4.686, 1.302, 3.247], [-3.996, -1.164, 1.744], [-2.865, -0.588, 3.364], [-2.141, -0.250, 1.778], [-3.914, 1.467, 1.303], [-2.883, 1.887, 2.548], [-5.388, 0.742, 2.909], [-3.886, -1.214, 0.791]], "forces_ev_per_a": [[0.0, 0.0, 0.1], [0.3, 0.5, -1.0], [0.6, 0.3, 2.3], [0.1, -0.7, -1.4], [-0.2, -0.4, 0.4], [-0.1, -0.8, -0.6], [-0.6, 0.6, -0.1], [0.0, 0.1, -0.3], [0.1, 0.5, 0.8], [-0.1, -0.2, -0.4], [-0.1, 0.0, 0.3], [-0.3, 0.7, -1.2], [1.6, -0.1, 0.0], [-0.7, 0.2, 0.0], [-0.2, -0.4, 0.7], [-0.2, 0.0, 0.0], [0.2, -0.1, 0.0], [-0.5, -0.4, -0.3], [0.2, 0.0, 0.5], [-0.3, -0.1, 0.2], [0.2, 0.2, -0.2]], "e_above_lowest_kcal_mol": 36.4, "total_charge": -1, "multiplicity": 1}



(2)
{"formula": "C39H28ILuN8O2", "method": "wB97M-V/def2-TZVPD", "symbols": ["Lu", "C", "C", "N", "C", "C", "C", "C", "C", "C", "C", "N", "C", "C", "C", "C", "C", "C", "C", "C", "N", "C", "H", "H", "H", "H", "H", "H", "H", "H", "H", "H", "H", "H", "I", "C", "C", "C", "C", "C", "C", "C", "C", "C", "C", "H", "H", "H", "H", "H", "H", "N", "N", "C", "O", "O", "H", "H", "H", "N", "C", "C", "C", "C", "C", "C", "C", "N", "C", "C", "N", "C", "H", "H", "H", "H", "H", "H", "H"], "positions_angstrom": [[0.660, 0.054, -0.372], [3.055, -4.008, -2.628], [2.836, -2.604, -3.001], [2.064, -1.856, -0.879], [1.773, -2.962, 0.017], [1.891, -4.258, -0.282], [2.663, -4.656, -1.508], [1.587, -5.255, 0.600], [0.931, -4.900, 1.784], [0.706, -3.579, 2.091], [1.178, -2.519, 1.204], [1.040, -1.203, 1.487], [1.057, -0.649, 2.745], [1.152, -1.254, 4.003], [1.106, -0.510, 5.226], [1.167, 0.836, 5.283], [1.040, 1.517, 4.042], [0.959, 2.937, 3.929], [1.024, 3.568, 2.714], [0.841, 2.791, 1.587], [0.767, 1.480, 1.639], [0.912, 0.802, 2.834], [3.547, -4.613, -3.363], [2.531, -2.578, -4.053], [3.039, -5.639, -1.447], [1.820, -6.231, 0.242], [0.705, -5.721, 2.397], [0.151, -3.332, 3.014], [1.312, -2.321, 4.000], [1.130, -1.148, 6.106], [1.137, 1.389, 6.184], [0.964, 3.363, 4.870], [1.168, 4.591, 2.544], [0.830, 3.241, 0.601], [3.882, 0.650, 0.336], [3.648, 2.588, -0.611], [4.732, 3.494, -0.404], [4.678, 4.759, -0.975], [3.721, 5.017, -1.933], [2.738, 4.051, -2.203], [1.718, 4.342, -3.224], [0.651, 3.544, -3.379], [0.533, 2.316, -2.526], [1.477, 1.976, -1.603], [2.586, 2.868, -1.433], [5.581, 3.228, 0.202], [5.327, 5.569, -0.761], [3.653, 5.997, -2.370], [1.818, 5.308, -3.672], [-0.139, 3.693, -4.147], [-0.328, 1.709, -2.798], [1.717, -1.958, -2.337], [0.521, -2.566, -2.515], [-0.668, -1.894, -2.336], [-1.678, -2.506, -2.443], [-0.608, -0.662, -1.963], [3.730, -2.017, -2.776], [3.050, -1.630, -0.829], [0.438, -3.543, -2.625], [-9.674, 0.070, -2.560], [-8.725, 0.212, -1.942], [-7.469, 0.235, -1.276], [-7.243, 0.888, -0.060], [-5.991, 0.840, 0.458], [-4.958, 0.219, -0.208], [-5.162, -0.490, -1.389], [-6.408, -0.423, -1.938], [-3.697, 0.160, 0.436], [-3.407, -0.406, 1.676], [-2.049, -0.434, 1.689], [-1.509, 0.045, 0.519], [-2.531, 0.364, -0.219], [-8.036, 1.410, 0.443], [-5.827, 1.342, 1.398], [-4.309, -1.001, -1.951], [-6.550, -0.920, -2.907], [-4.075, -0.912, 2.408], [-1.376, -0.874, 2.434], [-2.525, 0.569, -1.293]], "forces_ev_per_a": [[0.7, 0.4, -0.1], [-0.6, -1.0, 1.6], [-1.1, 0.2, -0.8], [-0.3, -0.3, -0.2], [-1.5, 3.4, 0.4], [2.4, -1.5, -2.5], [-0.1, 1.1, -0.5], [-0.8, 0.6, 0.4], [1.0, -0.1, -1.4], [0.1, 1.0, -0.2], [-0.9, -2.6, 2.3], [0.4, 1.3, 0.2], [-0.5, 0.4, 0.8], [0.0, 0.3, -0.6], [0.8, -1.8, -0.4], [-0.9, 0.1, -1.1], [-0.6, 0.3, -0.9], [0.9, -1.6, -1.0], [-0.6, -0.9, 0.9], [0.4, -0.9, -0.4], [0.1, -0.7, 0.1], [0.4, 0.2, -1.2], [0.5, -0.2, -0.2], [0.6, 0.3, -0.1], [0.1, -1.3, 0.0], [-0.1, -0.8, 0.5], [-0.7, -0.6, 1.2], [0.4, -0.2, -0.8], [-0.1, 0.1, 0.6], [0.0, 0.4, 0.1], [0.1, 0.4, 0.8], [0.2, 1.7, 1.5], [-0.1, 1.5, 0.3], [-0.1, 0.0, 0.0], [0.0, 1.2, -0.3], [3.2, 0.5, 1.4], [-1.3, -1.1, 0.2], [-0.9, -0.2, -1.0], [-0.3, -0.7, 0.7], [-1.6, 0.8, -1.0], [0.8, 0.1, 1.6], [-0.8, -2.0, 0.4], [0.4, 2.0, -1.7], [-0.8, -0.7, 0.3], [-0.3, -0.1, -1.1], [0.0, -0.2, 0.3], [1.0, 0.2, 0.5], [0.0, 0.1, -0.4], [0.0, 0.3, -0.7], [0.7, 0.2, 0.7], [0.1, -0.2, 0.4], [1.1, 0.5, 1.4], [0.3, 0.6, -0.5], [0.8, 1.5, 0.7], [-2.7, -1.8, -0.7], [0.9, 0.5, -0.1], [-0.1, 0.2, -0.5], [0.0, 0.2, -0.2], [0.1, -1.2, 0.1], [-1.0, 0.1, -0.4], [0.3, -0.1, 0.3], [0.9, -0.1, -0.2], [-1.0, -0.6, -1.3], [0.5, 0.6, 0.7], [0.2, -0.9, 0.5], [1.8, 0.2, -0.6], [-1.0, -0.3, -0.7], [-0.2, -0.4, -0.2], [0.5, -0.3, 0.2], [1.0, -0.6, 1.0], [-0.3, -0.1, 0.3], [-1.0, -0.1, -0.8], [-0.2, 0.1, 0.1], [0.4, 0.0, 0.2], [-1.2, 0.6, 1.1], [-0.3, 0.3, 0.5], [0.3, 1.0, -1.0], [-0.6, 0.4, -0.2], [0.2, 0.3, 0.6]], "e_above_lowest_kcal_mol": 86.4, "multiplicity": 1}



(3)
{"formula": "C35H70F6N6O13S2", "method": "wB97M-V/def2-TZVPD", "symbols": ["C", "N", "C", "C", "C", "C", "O", "H", "H", "H", "H", "H", "H", "H", "H", "H", "H", "H", "H", "H", "H", "C", "F", "F", "F", "S", "O", "O", "N", "S", "O", "O", "C", "F", "F", "F", "C", "O", "N", "C", "C", "H", "H", "H", "H", "H", "H", "H", "C", "O", "N", "C", "C", "H", "H", "H", "H", "H", "H", "H", "C", "C", "O", "C", "H", "H", "H", "H", "H", "H", "C", "C", "O", "C", "H", "H", "H", "H", "H", "H", "C", "C", "O", "C", "H", "H", "H", "H", "H", "H", "C", "C", "O", "C", "H", "H", "H", "H", "H", "H", "C", "C", "O", "C", "H", "H", "H", "H", "H", "H", "C", "C", "O", "C", "H", "H", "H", "H", "H", "H", "C", "C", "N", "H", "H", "H", "C", "C", "N", "H", "H", "H"], "positions_angstrom": [[-0.831, 0.613, -1.841], [0.553, 0.002, -1.347], [1.264, -0.841, -2.471], [1.562, 1.119, -1.109], [0.298, -0.824, -0.006], [-0.932, -1.795, 0.026], [-0.842, -2.735, -1.081], [-1.394, -0.284, -2.097], [-0.518, 1.242, -2.675], [-1.262, 1.211, -1.037], [0.564, -1.405, -3.087], [1.981, -1.455, -1.925], [1.767, -0.160, -3.158], [2.499, 0.890, -0.600], [1.154, 1.967, -0.560], [1.818, 1.647, -2.028], [0.182, 0.058, 0.624], [1.248, -1.349, 0.089], [-1.953, -1.413, 0.039], [-0.868, -2.419, 0.917], [-1.453, -3.413, -0.785], [-2.542, -5.596, -2.565], [-2.386, -6.622, -3.350], [-1.715, -4.724, -3.148], [-3.843, -5.222, -2.587], [-2.023, -6.028, -0.688], [-2.681, -7.234, -0.249], [-0.561, -6.161, -0.693], [-2.480, -4.544, 0.012], [-3.708, -4.925, 0.915], [-4.870, -5.417, 0.177], [-3.340, -5.690, 2.173], [-4.320, -3.184, 1.557], [-5.384, -3.235, 2.386], [-3.248, -2.571, 2.060], [-4.678, -2.436, 0.457], [6.051, 5.035, -2.896], [7.109, 5.654, -2.441], [5.026, 4.717, -2.083], [3.828, 4.045, -2.472], [5.147, 4.741, -0.575], [5.967, 4.785, -3.965], [3.340, 4.571, -3.293], [3.137, 4.249, -1.654], [4.052, 2.981, -2.550], [4.180, 4.845, -0.084], [5.511, 3.774, -0.228], [5.926, 5.456, -0.306], [-3.022, 4.114, -2.244], [-2.791, 3.426, -1.283], [-3.324, 5.405, -2.219], [-3.824, 6.096, -3.509], [-3.490, 6.168, -0.917], [-3.111, 3.704, -3.262], [-4.295, 5.416, -4.219], [-3.102, 6.799, -3.923], [-4.626, 6.816, -3.346], [-3.053, 7.143, -1.134], [-4.544, 6.284, -0.663], [-3.030, 5.726, -0.033], [-2.810, -1.832, -3.964], [-2.516, -0.766, -5.095], [-2.281, 0.393, -4.803], [-2.343, -1.166, -6.594], [-1.800, -2.178, -3.745], [-3.465, -2.667, -4.212], [-3.299, -1.267, -3.171], [-2.821, -2.126, -6.790], [-1.276, -1.169, -6.820], [-2.914, -0.418, -7.143], [-1.855, -0.544, 5.686], [-1.556, -1.718, 4.868], [-2.026, -2.820, 5.162], [-0.708, -1.385, 3.729], [-2.428, 0.208, 5.144], [-0.891, -0.224, 6.080], [-2.419, -0.817, 6.578], [-0.365, -2.295, 3.237], [0.142, -0.921, 4.229], [-1.169, -0.645, 3.075], [0.259, -4.827, 2.307], [1.514, -4.792, 3.116], [2.313, -3.939, 2.908], [1.638, -5.934, 4.114], [0.160, -3.907, 1.731], [-0.606, -4.785, 2.969], [0.120, -5.689, 1.655], [2.189, -6.782, 3.707], [0.664, -6.285, 4.457], [2.224, -5.409, 4.868], [-5.054, 1.224, 3.564], [-4.000, 1.689, 2.686], [-2.959, 2.287, 3.068], [-4.293, 1.593, 1.171], [-4.692, 1.167, 4.591], [-5.342, 0.205, 3.306], [-5.780, 2.034, 3.501], [-5.371, 1.451, 1.100], [-4.000, 0.595, 0.844], [-3.946, 2.404, 0.530], [5.982, -0.940, -1.075], [4.986, -1.481, -0.091], [3.838, -1.660, -0.383], [5.505, -1.686, 1.307], [5.458, -0.787, -2.019], [6.778, -1.663, -1.253], [6.582, -0.035, -0.981], [5.449, -0.720, 1.809], [6.456, -2.197, 1.164], [4.828, -2.451, 1.687], [3.486, 2.241, 4.110], [2.744, 2.716, 2.804], [2.224, 1.885, 2.086], [2.941, 4.175, 2.404], [3.229, 1.183, 4.153], [3.374, 2.763, 5.060], [4.547, 2.336, 3.876], [3.946, 4.450, 2.081], [2.484, 4.921, 3.054], [2.279, 4.250, 1.541], [-0.681, 5.260, 1.143], [-0.309, 4.873, -0.153], [0.067, 4.558, -1.211], [0.063, 4.851, 1.827], [-1.674, 5.040, 1.535], [-0.528, 6.331, 1.014], [2.327, -4.445, -1.353], [3.095, -3.713, -2.430], [3.702, -3.178, -3.313], [2.112, -5.494, -1.558], [1.423, -3.901, -1.079], [2.936, -4.438, -0.448]], "forces_ev_per_a": [[2.5, -0.9, 0.4], [-0.1, 0.0, -1.0], [-0.9, 0.4, 0.8], [-0.6, 1.3, 0.3], [-0.5, 0.9, -1.7], [1.1, -0.9, -1.2], [0.9, 1.9, 0.3], [-0.2, 0.5, -0.2], [-0.6, -0.1, -0.1], [0.0, -0.1, -0.1], [-0.2, -0.2, 0.6], [0.0, 0.0, -0.4], [0.0, 0.1, 0.3], [-0.3, -1.0, -0.1], [-0.6, -0.5, 0.5], [-0.1, -0.7, -0.5], [0.1, -0.6, 0.9], [-0.2, -0.1, 0.6], [0.2, 0.9, 0.0], [0.3, 0.5, 0.4], [-0.4, -0.7, -0.1], [-0.1, -0.3, 0.9], [-0.5, -2.2, -0.1], [-0.4, 1.5, 1.0], [1.4, 0.2, -0.1], [2.3, -0.1, -0.8], [-0.4, 1.3, -0.7], [-1.7, 1.1, -0.4], [0.7, -2.4, -0.8], [-3.3, -2.1, 4.5], [1.3, 0.8, 0.7], [-0.7, 2.5, -3.3], [0.3, -0.7, -2.0], [1.7, 0.1, -0.7], [-0.5, 0.3, 0.9], [0.0, -0.5, 1.0], [3.9, 2.7, 2.6], [-3.9, -2.6, -2.0], [0.4, 0.3, 1.8], [-0.5, 0.5, 0.1], [1.2, -0.1, -1.3], [-0.3, 0.0, 0.3], [0.2, -0.7, -0.6], [-0.2, -0.6, -0.1], [-0.7, -0.1, -0.5], [0.1, 0.7, -0.4], [0.2, -0.3, -0.1], [-0.4, 0.2, 0.1], [-0.8, -0.4, -1.0], [0.4, -0.7, 1.1], [-1.4, 2.6, -0.4], [0.1, 0.3, 1.6], [0.1, -0.2, -1.6], [0.3, -0.1, -0.1], [0.8, -0.3, 0.0], [0.6, -0.8, -0.3], [-0.4, -0.3, 1.0], [-0.1, 0.1, 0.4], [-0.1, 0.0, -0.3], [0.3, -0.3, -0.7], [-0.1, 1.6, -1.5], [0.3, -0.3, -0.2], [-0.3, -0.7, 0.2], [-1.1, -0.1, 1.5], [-0.2, -0.3, 0.6], [0.3, 0.0, -0.4], [0.5, -0.2, 0.3], [0.4, -0.1, 0.0], [-0.2, 0.0, -0.2], [0.5, 0.1, -0.2], [-0.5, 0.4, 1.9], [-2.4, -2.1, 0.7], [1.2, 1.2, -0.8], [1.2, -0.8, -0.4], [0.5, 0.3, -0.1], [0.0, 0.8, -0.2], [-0.2, -0.2, -0.2], [-0.1, 0.3, -0.3], [0.4, 0.2, -0.5], [0.0, -0.1, -0.1], [-1.1, 0.8, 0.0], [-2.3, -2.3, -1.2], [2.0, 1.3, 0.5], [0.6, 1.2, 0.1], [0.4, -0.2, -0.4], [-0.2, -0.4, 0.2], [0.2, -0.1, 0.1], [0.1, 0.2, -0.1], [0.1, 0.2, 0.1], [0.0, -0.8, 0.7], [0.4, -0.6, 1.5], [3.9, 2.8, -1.7], [-2.5, -1.7, -0.6], [-0.9, -0.8, 1.2], [0.0, 0.2, 0.0], [-0.8, 0.3, -0.3], [-0.7, -0.6, 0.0], [-0.3, 0.5, -0.2], [0.7, 0.0, -0.2], [0.3, -0.2, 0.3], [0.2, -0.1, -2.0], [1.2, 1.6, 0.8], [-1.0, -0.2, -0.4], [-0.8, -1.5, -1.2], [0.0, -0.3, -0.1], [-0.2, -0.5, 0.0], [-0.5, 0.3, 1.2], [0.5, -0.3, 0.3], [0.5, 0.7, 0.7], [-0.1, 0.4, 0.8], [-0.5, -0.2, -1.5], [1.6, -0.3, 1.5], [0.1, 1.0, 0.4], [-1.8, -0.3, -1.1], [0.2, 0.0, 0.5], [-0.6, 0.2, -0.3], [0.2, -0.1, -0.1], [0.0, -0.2, 0.5], [0.6, -0.2, 0.7], [0.3, 0.2, -0.6], [0.3, 1.1, 1.3], [0.7, -2.3, -3.9], [-0.5, 0.7, 1.9], [-0.1, 0.2, 0.2], [0.0, -0.2, -0.5], [-0.2, 0.4, 1.0], [0.9, 0.8, -0.1], [1.7, 1.0, -3.0], [-2.7, -2.2, 3.9], [-0.1, 0.3, -0.5], [-0.2, -0.1, -0.4], [0.2, 0.1, 0.0]], "multiplicity": 1}



Number 1: E_tot -20634.1785 eV, HOMO -3.529 eV. Number 2: E_tot -98635.3453 eV, HOMO -7.105 eV. Number 3: E_tot -110955.9257 eV, HOMO -9.206 eV.